Entry 1:
Below is an isolated ion of composition C33H38N3 and charge +1 in a non-equilibrium geometry, with properties calculated with ωB97M-V/def2-TZVPD.

```
! RIJCOSX wB97M-V def2-TZVPD def2/J DEFGRID3
* xyz 1 1
C 0.555 -0.196 -5.168
N 0.302 -0.422 -3.763
C 1.065 0.096 -2.746
C 0.639 -0.420 -1.523
C 1.306 -0.190 -0.200
C 0.426 -0.434 1.038
C -0.942 -0.140 1.137
C -1.750 -0.769 2.097
C -1.137 -1.558 3.110
C 0.277 -1.704 3.114
C 1.015 -1.175 2.068
C 0.966 -2.496 4.171
C 0.049 -3.507 4.852
C -1.296 -2.882 5.177
N -1.891 -2.225 4.036
C -3.322 -2.041 4.144
C -3.947 -1.826 2.782
C -3.245 -0.704 2.013
N 2.096 1.049 -0.172
C 2.956 1.208 1.109
C 2.117 2.048 2.068
C 0.992 2.681 1.237
C 1.395 2.432 -0.207
C 0.300 2.674 -1.266
C 0.807 3.388 -2.505
C 1.752 4.421 -2.389
C 2.322 4.975 -3.539
C 1.916 4.541 -4.806
C 0.885 3.597 -4.918
C 0.304 3.060 -3.770
C -0.405 -1.385 -1.817
C -1.012 -2.399 -1.072
C -1.860 -3.304 -1.719
C -2.081 -3.224 -3.104
C -1.435 -2.245 -3.879
C -0.621 -1.331 -3.224
H -0.306 -0.532 -5.761
H 0.726 0.876 -5.342
H 1.449 -0.754 -5.497
H 1.884 0.785 -2.956
H 2.091 -0.973 -0.138
H -1.413 0.544 0.421
H 2.085 -1.410 2.020
H 1.379 -1.806 4.924
H 1.816 -3.030 3.733
H 0.511 -3.871 5.774
H -0.091 -4.372 4.191
H -1.174 -2.175 6.019
H -1.992 -3.661 5.515
H -3.725 -2.946 4.615
H -3.563 -1.203 4.823
H -3.896 -2.759 2.208
H -5.006 -1.603 2.924
H -3.595 0.270 2.389
H -3.568 -0.760 0.966
H 2.742 0.980 -0.973
H 3.844 1.767 0.789
H 3.276 0.226 1.466
H 2.755 2.838 2.489
H 1.737 1.461 2.908
H 0.911 3.765 1.408
H 0.008 2.234 1.431
H 2.265 3.068 -0.412
H -0.490 3.279 -0.785
H -0.217 1.746 -1.551
H 2.041 4.802 -1.405
H 3.095 5.740 -3.444
H 2.397 4.933 -5.706
H 0.541 3.269 -5.898
H -0.552 2.389 -3.833
H -0.799 -2.488 -0.006
H -2.350 -4.085 -1.134
H -2.751 -3.943 -3.578
H -1.563 -2.194 -4.958
*
```

Results
Frontier orbital gap ... 7.49 eV
SMILES string ... Cn1cc([C@H](c2cc3c4c(c2)CCCN4CCC3)[N@@H+]2CCC[C@@H]2Cc2ccccc2)c2ccccc21

Entry 2:
Below is C33H38N4SY as an isolated structure in a non-equilibrium geometry, with properties calculated with ωB97M-V/def2-TZVPD.

```
! RIJCOSX wB97M-V def2-TZVPD def2/J DEFGRID3
* xyz -1 1
Y -0.335 0.182 0.118
N -2.005 -1.335 0.556
N -0.491 -2.432 -1.704
C 2.075 0.921 -0.447
C 2.120 -0.418 0.016
C 1.657 -0.464 1.378
C 1.999 -1.716 2.137
H 2.083 -2.578 1.460
H 1.226 -2.039 2.856
H 2.941 -1.597 2.694
C 1.297 0.936 1.746
C 0.760 1.646 2.950
H 1.590 1.985 3.591
H 0.057 1.027 3.529
H 0.148 2.515 2.661
C 1.558 1.744 0.592
C 1.191 3.174 0.464
H 0.305 3.451 1.044
H 0.961 3.430 -0.571
H 2.010 3.817 0.807
C 2.726 -1.562 -0.712
H 3.794 -1.636 -0.449
H 2.647 -1.413 -1.793
H 2.257 -2.525 -0.482
C 2.583 1.436 -1.732
H 1.812 2.051 -2.201
H 2.828 0.618 -2.404
H 3.479 2.056 -1.583
C -2.578 -0.724 1.599
H -2.834 0.332 1.582
C -2.615 -1.452 2.866
H -3.209 -1.045 3.687
C -2.389 -2.928 2.791
H -2.828 -3.577 3.564
C -1.714 -3.441 1.723
H -1.252 -4.441 1.703
C -1.449 -2.598 0.593
C -0.662 -3.059 -0.479
H -0.367 -4.099 -0.481
C -0.392 -1.057 -1.841
C -0.419 -3.038 -2.968
H -0.455 -4.094 -3.059
C -0.385 -2.072 -3.881
H -0.422 -2.092 -4.953
N -0.436 -0.872 -3.201
C -0.652 0.417 -3.768
C 0.362 1.017 -4.537
C 0.179 2.336 -4.968
H 0.973 2.827 -5.548
C -1.004 3.035 -4.690
C -1.217 4.433 -5.197
H -1.094 5.172 -4.392
H -2.234 4.536 -5.597
H -0.493 4.656 -5.988
C -2.003 2.408 -3.934
H -2.942 2.935 -3.721
C -1.847 1.098 -3.471
C -2.977 0.419 -2.753
H -3.475 -0.329 -3.394
H -3.727 1.182 -2.497
H -2.692 -0.088 -1.816
C 1.631 0.298 -4.888
H 1.554 -0.208 -5.863
H 1.918 -0.454 -4.143
H 2.448 1.033 -4.966
S -0.623 -1.027 3.139
C -0.118 -1.007 4.784
N -1.030 -1.537 5.657
C -1.164 -1.020 6.914
C -0.192 -0.142 7.351
C 0.950 0.126 6.572
C 1.054 -0.435 5.302
H -1.760 -2.151 5.294
H -2.074 -1.299 7.429
H -0.317 0.352 8.308
H 1.764 0.742 6.955
H 1.932 -0.343 4.658
*
```

Results
Frontier orbital gap (alpha / beta) ... 4.07 / 3.58 eV

Entry 3:
Below is C33H39N7OSSiZr as an isolated structure in a non-equilibrium geometry, with properties calculated with ωB97M-V/def2-TZVPD.

```
! RIJCOSX wB97M-V def2-TZVPD def2/J DEFGRID3
* xyz 2 1
Zr 0.248 -0.957 -0.502
C 5.379 1.361 1.372
C 4.419 1.653 0.222
C 3.013 2.001 0.706
S 2.269 0.578 1.549
O 0.903 0.397 0.754
C 1.701 1.237 3.121
C 0.603 2.312 3.045
C 1.099 3.732 3.312
H 6.382 1.157 1.001
H 5.069 0.484 1.950
H 5.444 2.214 2.053
H 4.370 0.803 -0.463
H 4.781 2.507 -0.354
H 2.317 2.218 -0.105
H 3.022 2.836 1.405
H 2.618 1.590 3.605
H 1.370 0.337 3.645
H -0.143 2.047 3.794
H 0.080 2.258 2.089
H 1.645 3.787 4.256
H 0.253 4.415 3.381
H 1.751 4.108 2.521
N -0.270 -2.863 -1.439
C 0.597 -3.643 -1.330
C 1.878 -4.094 -1.029
C 2.410 -5.407 -0.989
N 2.842 -6.472 -0.958
C 2.437 -2.865 -0.657
N 2.412 -1.719 -0.446
C 0.451 -3.179 4.632
C 1.075 -2.945 3.416
C 0.346 -2.339 2.402
C -0.990 -1.956 2.549
C -1.595 -2.223 3.779
C -0.882 -2.821 4.810
Si -1.902 -1.200 1.090
C -3.457 -2.150 0.743
C -4.644 -1.748 1.362
C -5.818 -2.465 1.182
C -5.825 -3.591 0.370
C -4.656 -4.000 -0.258
C -3.482 -3.284 -0.073
C -2.259 0.611 1.388
C -2.131 1.508 0.324
C -2.389 2.864 0.475
C -2.794 3.348 1.712
C -2.934 2.476 2.785
C -2.665 1.122 2.624
H 0.999 -3.655 5.436
H 2.107 -3.239 3.263
H 0.874 -2.175 1.459
H -2.643 -1.982 3.930
H -1.370 -3.023 5.755
H -4.661 -0.857 1.984
H -6.728 -2.143 1.671
H -6.742 -4.148 0.224
H -4.661 -4.879 -0.891
H -2.579 -3.623 -0.565
H -1.863 1.146 -0.666
H -2.297 3.540 -0.367
H -3.017 4.401 1.834
H -3.256 2.852 3.749
H -2.765 0.460 3.479
C -0.224 2.361 -6.305
C 1.127 1.654 -6.398
C 2.228 2.442 -5.696
C 1.024 0.211 -5.909
N 0.654 0.117 -4.476
C -0.545 -0.120 -3.939
N -0.414 -0.089 -2.635
N 0.898 0.171 -2.413
N 1.550 0.286 -3.508
H -0.179 3.326 -6.807
H -0.503 2.556 -5.264
H -1.023 1.783 -6.779
H 1.398 1.550 -7.451
H 1.972 2.651 -4.654
H 2.363 3.402 -6.193
H 3.185 1.917 -5.717
H 1.961 -0.328 -6.028
H 0.239 -0.314 -6.451
H -1.455 -0.291 -4.493
*
```

Results
Frontier orbital gap ... 6.52 eV

Entry 4:
Below is C33H40BBrF5N7PtS3Se as an isolated structure in a non-equilibrium geometry, with properties calculated with ωB97M-V/def2-TZVPD.

```
! RIJCOSX wB97M-V def2-TZVPD def2/J DEFGRID3
* xyz 2 1
Pt -0.460 -0.573 0.240
C -2.403 3.004 -4.211
C -1.100 2.327 -4.628
C -1.304 0.848 -4.953
C -0.548 3.022 -5.868
N -0.091 2.460 -3.505
C 1.087 3.193 -3.602
C 1.757 3.046 -2.450
N 0.999 2.225 -1.625
B 1.274 1.697 -0.229
N 0.800 2.612 0.885
C 1.392 3.822 1.227
C 0.661 4.361 2.212
N -0.379 3.481 2.498
C -0.267 2.423 1.670
S -1.362 1.070 1.651
C -1.404 3.702 3.597
C -1.111 5.031 4.282
C -1.281 2.582 4.629
C -2.795 3.756 2.972
N 2.662 1.138 0.064
C 3.917 1.462 -0.416
C 4.787 0.592 0.125
N 4.069 -0.288 0.926
C 2.773 0.065 0.876
S 1.441 -0.644 1.775
C 4.809 -1.432 1.608
C 5.825 -0.808 2.561
C 3.898 -2.369 2.389
C 5.504 -2.231 0.502
C -0.141 1.901 -2.279
S -1.511 1.067 -1.604
H -3.111 2.950 -5.038
H -2.233 4.057 -3.978
H -2.858 2.521 -3.346
H -1.974 0.771 -5.811
H -1.755 0.301 -4.127
H -0.354 0.377 -5.216
H -1.264 2.882 -6.676
H 0.404 2.593 -6.187
H -0.431 4.097 -5.719
H 1.355 3.758 -4.474
H 2.694 3.484 -2.157
H 0.570 0.735 -0.174
H 2.283 4.189 0.745
H 0.797 5.289 2.734
H -0.123 5.046 4.746
H -1.846 5.166 5.072
H -1.205 5.877 3.597
H -0.262 2.529 5.017
H -1.553 1.610 4.223
H -1.952 2.797 5.460
H -2.844 4.531 2.205
H -3.520 3.999 3.749
H -3.090 2.804 2.530
H 4.108 2.271 -1.095
H 5.854 0.525 0.007
H 5.327 -0.208 3.324
H 6.554 -0.184 2.043
H 6.372 -1.607 3.062
H 3.382 -1.863 3.206
H 4.536 -3.135 2.829
H 3.167 -2.866 1.752
H 6.336 -1.685 0.055
H 4.796 -2.497 -0.286
H 5.904 -3.152 0.924
C -3.266 -3.521 -3.491
C -1.898 -2.978 -3.173
C -0.778 -3.272 -3.938
C 0.468 -2.794 -3.574
C 0.568 -2.033 -2.426
Br 2.262 -1.416 -1.898
N -0.498 -1.714 -1.684
C -1.703 -2.179 -2.063
H -3.304 -3.932 -4.498
H -4.031 -2.751 -3.395
H -3.521 -4.321 -2.793
H -0.877 -3.881 -4.830
H 1.350 -3.011 -4.159
H -2.538 -1.889 -1.440
F -2.830 -3.138 6.611
C -2.413 -3.021 5.366
C -3.202 -2.359 4.438
F -4.366 -1.845 4.809
C -2.761 -2.247 3.138
F -3.536 -1.620 2.256
C -1.538 -2.784 2.739
Se -1.035 -2.810 0.921
C -0.761 -3.438 3.695
F 0.417 -3.958 3.366
C -1.189 -3.556 5.001
F -0.442 -4.171 5.906
*
```

Results
Frontier orbital gap (alpha / beta) ... 5.55 / 5.55 eV

Entry 5:
Below is a 3-piece molecular cluster, C33H40BF8IN2O15S4 overall in a non-equilibrium geometry, with properties calculated with ωB97M-V/def2-TZVPD.

```
! RIJCOSX wB97M-V def2-TZVPD def2/J DEFGRID3
* xyz 0 1
C 3.647 -0.184 -4.641
C 4.000 -0.451 -3.077
S 3.959 -2.244 -2.614
C 2.913 -2.483 -1.065
C 1.653 -1.468 -1.045
C 0.747 -1.324 -2.302
F 0.951 -2.066 -3.515
C -0.458 -0.317 -2.341
C -1.380 -0.115 -3.640
C -2.505 -1.259 -3.782
C -3.015 -1.875 -2.389
C -2.312 -3.308 -2.074
C -4.622 -2.151 -2.534
C -0.762 0.552 -1.093
C 0.158 0.385 0.182
C 1.350 -0.604 0.240
C 2.290 -0.746 1.526
N 2.379 -2.167 2.032
C -0.249 1.354 1.408
O -0.314 0.848 2.549
C -0.601 2.845 0.996
C -1.519 3.009 -0.276
C -1.943 4.428 -0.732
C -2.854 4.562 -2.031
C -4.426 4.393 -1.774
C -4.975 5.452 -0.691
I -6.940 6.262 -1.203
C -1.423 5.637 0.085
O -1.780 6.960 -0.331
B -0.745 7.469 -1.217
O -0.123 6.664 -2.252
O -0.272 8.842 -1.075
C -0.503 5.475 1.316
N -0.022 6.696 2.039
C -0.058 4.041 1.806
S 1.068 3.976 3.257
O 2.192 4.960 2.942
O 1.777 2.641 3.439
C 0.333 4.572 4.864
F 0.466 6.001 4.874
F 1.159 4.132 5.952
C -1.179 4.151 5.158
F -2.099 4.483 4.124
F -1.593 4.946 6.287
C -1.406 2.619 5.597
F -2.633 2.184 5.054
F -1.591 2.605 7.020
F -0.325 1.763 5.349
C -1.944 1.650 -1.046
O -3.091 1.461 -1.520
H 4.174 0.745 -5.056
H 2.524 0.005 -4.722
H 3.918 -1.072 -5.315
H 3.323 0.230 -2.461
H 5.077 -0.053 -2.934
H 2.566 -3.561 -0.933
H 3.638 -2.274 -0.190
H -1.835 0.947 -3.657
H -0.716 -0.188 -4.583
H -2.008 -2.127 -4.363
H -3.380 -0.849 -4.417
H -2.911 -1.168 -1.491
H -1.171 -3.222 -2.002
H -2.676 -3.695 -1.048
H -2.579 -4.060 -2.897
H -5.044 -1.996 -1.471
H -4.827 -3.224 -2.859
H -5.100 -1.357 -3.200
H 3.347 -0.432 1.190
H 2.003 -0.070 2.399
H 3.300 -2.225 2.490
H 1.618 -2.344 2.708
H -2.491 3.778 -2.799
H -2.688 5.579 -2.544
H -4.754 3.351 -1.449
H -4.968 4.623 -2.769
H -4.245 6.336 -0.687
H -5.008 4.927 0.321
H 0.825 6.607 -1.988
H 0.072 8.940 -0.161
H 0.721 7.065 1.413
H -0.819 7.357 1.965
O -1.079 -4.911 0.006
S -0.130 -5.957 -0.231
O 1.247 -5.857 0.148
O -0.208 -6.365 -1.800
C -0.533 -7.750 -1.919
C -1.345 -8.081 -0.677
O -0.731 -7.338 0.376
H 0.401 -8.318 -1.943
H -1.091 -7.932 -2.838
H -1.341 -9.147 -0.448
H -2.378 -7.735 -0.776
O 7.330 -4.719 2.621
S 5.926 -4.784 2.341
O 5.313 -4.065 1.265
O 5.120 -4.454 3.710
C 4.272 -5.554 4.044
C 4.959 -6.781 3.465
O 5.504 -6.347 2.219
H 3.298 -5.388 3.574
H 4.146 -5.623 5.125
H 4.269 -7.611 3.314
H 5.787 -7.107 4.101
*
```

Results
Frontier orbital gap ... 6.58 eV
SMILES string ... CCSCc1c(F)c(CCC(C)C)c2c(c1CN)C(=O)c1c(c(CCCI)c(OB(O)O)c(N)c1S(=O)(=O)C(F)(F)C(F)(F)C(F)(F)F)C2=O.O=S1(=O)OCCO1.O=S1(=O)OCCO1